Here is 21 unconnected molecules or ions with the total composition H42O21 at a distorted geometry from the OMol25 dataset. Energies are from ωB97M-V with the def2-TZVPD basis set.

Calculated values
Orbital gap (eV): 9.78
Energy relative to the best compared isomer or geometry (same formula, charge and spin) (eV): 7.2333
E_tot (eV): -43678.582
E_LUMO (eV): -0.178

```
! wB97M-V def2-TZVPD RIJCOSX def2/J DEFGRID3
* xyz 0 1
O -2.1800 -0.0582 -4.5903
O -2.6426 -1.0899 -0.3146
O -3.0157 -0.8789 2.8153
O 3.8989 -0.9724 0.2999
O -1.7590 -2.8411 -2.5392
O 1.0361 -4.2321 -1.5448
O 2.8055 4.0786 1.7847
O 1.3181 0.1785 -2.5555
O -1.9068 -3.3588 1.2177
O -2.6287 2.7555 3.0519
O 0.6894 -2.2801 -4.3095
O 0.3469 3.2501 -2.9865
O 1.0847 1.7166 3.9540
O 0.4017 0.3495 1.7555
O -0.6605 0.0522 4.3947
O 3.8477 0.7886 -1.4021
O 2.6267 -1.9270 3.2982
O -2.6776 1.7752 0.2009
O 0.3517 2.8300 0.3834
O -1.1538 1.1052 -2.7573
O 0.3033 -1.7010 -0.0829
H -1.6895 -0.5113 -3.9090
H -0.5582 2.8276 0.7020
H -0.8432 2.0184 -2.5504
H -1.5873 0.1587 4.6133
H -2.6634 3.6963 2.8942
H -2.1509 -1.2815 2.6517
H -1.7154 -1.8935 -2.6590
H -3.5830 -0.9101 -0.4765
H 3.1704 3.8147 0.9382
H 1.3850 -5.1240 -1.6875
H -0.5321 0.0796 3.4382
H -1.8860 0.8300 -4.3721
H 0.3937 -1.7666 -1.0419
H -2.5929 -2.7192 0.9673
H 1.0214 -0.0174 1.0769
H 0.4986 0.6758 -2.7936
H 3.2041 -2.7124 3.3074
H 1.6226 2.2175 4.5800
H 3.2408 -1.2015 -0.3768
H 0.9681 3.3159 0.9318
H -1.8529 1.8175 -0.2950
H 0.2527 -2.6565 0.0808
H 1.4917 -2.8174 -4.1888
H -2.2547 -3.1211 -1.7709
H 1.0019 0.9176 2.2325
H 0.2333 -4.1803 -2.0724
H 1.3815 -0.4102 -3.3048
H -2.0796 2.5409 3.8071
H -0.1158 4.1138 -3.1555
H -2.1008 -4.2448 1.5179
H 2.8913 0.6747 -1.5079
H 2.0692 -2.3147 2.6003
H 0.8878 0.8354 4.4025
H 1.3209 3.3424 -3.0184
H 3.9504 1.5843 -1.9458
H -1.3208 0.5858 -1.9655
H -2.8416 2.6780 0.5095
H -2.6284 -0.7537 0.6198
H 0.0840 -2.9627 -3.9681
H 4.2277 -0.1174 -0.1027
H -2.9617 0.0795 2.8305
H 2.5749 3.3716 2.3875
*
```


Here is 21 unconnected molecules or ions with the total composition H43O21 at a distorted geometry from the OMol25 dataset. Energies are from ωB97M-V with the def2-TZVPD basis set.

Calculated values
Orbital gap (eV): 10.64
Energy relative to the best compared isomer or geometry (same formula, charge and spin) (eV): 4.3700
E_tot (eV): -43688.439
E_LUMO (eV): -2.393

```
! wB97M-V def2-TZVPD RIJCOSX def2/J DEFGRID3
* xyz 1 1
O 0.5204 -1.6947 -2.2729
O -1.2191 0.7791 2.8894
O 4.4165 -0.3273 -2.5432
O -0.4547 2.5688 1.0050
O -2.4677 1.2590 -3.4104
O -1.9109 -1.4014 -0.1944
O 0.8029 -0.8013 -0.0920
O 0.5337 1.4590 -1.5590
O -2.9557 -1.8705 2.0412
O 2.1835 -2.8265 -0.3415
O -1.8550 -4.4998 -0.5381
O 1.9808 3.0071 0.0453
O -2.4086 1.1243 0.1273
O -5.0772 0.8519 -0.0400
O -1.9763 4.5417 -1.3226
O -0.2380 -3.4388 2.5471
O 4.6047 -1.7144 -0.0921
O 1.1246 3.9458 -2.5704
O 1.9429 3.3130 3.2065
O 1.1654 -0.7588 2.5380
O 2.1602 -3.8125 1.9065
H -2.2548 -0.7138 0.3923
H -0.5408 -4.3357 2.7100
H 1.4862 -3.1460 2.2168
H -1.5057 -5.0943 -1.2156
H -5.5424 0.2170 -0.5765
H -1.6970 -0.0590 2.7407
H -0.9730 -2.8217 2.6411
H -1.9745 4.8266 -2.2403
H 0.8498 2.3644 -1.3079
H -0.9508 2.4406 0.1627
H 2.2852 -3.5355 0.4247
H 1.0972 4.1110 -3.5198
H -0.8275 1.8222 1.5281
H -3.3824 -2.3301 1.3117
H 1.9082 -4.6790 2.2200
H -3.7417 -1.5518 2.5105
H 2.0089 2.8355 2.3829
H -1.8876 1.2673 3.3888
H 1.0854 -0.7711 1.5612
H -1.0380 4.3232 -1.2754
H 4.7427 0.3047 -3.1946
H 2.9889 -2.3194 -0.5588
H -2.6190 2.0091 -2.8268
H -2.1682 2.0679 0.0605
H -3.2876 1.1552 -3.8998
H -0.1562 -0.6137 -0.1786
H 0.2994 -0.9619 -2.8491
H 1.8794 4.2487 2.9943
H 1.4442 4.7472 -2.1589
H 1.3409 2.6031 0.6609
H 4.3045 -1.0603 -0.7334
H 0.0135 -2.4942 -2.4294
H 5.1729 -0.9264 -2.5015
H 0.5920 -0.1234 2.9529
H -4.2454 1.2925 -0.2520
H 1.4630 -2.0698 -0.2310
H -2.5034 -1.4283 -0.9499
H 5.5305 -1.6042 0.1255
H -2.2281 -5.1496 0.0714
H -2.1392 0.7522 0.9647
H 0.1910 1.7565 -2.4151
H 1.3247 -0.1694 -0.6072
H 2.7826 3.1097 0.5701
*
```


Here is 23 unconnected molecules or ions with the total composition H46O23 at a distorted geometry from the OMol25 dataset. Energies are from ωB97M-V with the def2-TZVPD basis set.

Calculated values
Orbital gap (eV): 10.39
Energy relative to the best compared isomer or geometry (same formula, charge and spin) (eV): 0.6306
E_tot (eV): -47843.010
E_LUMO (eV): 0.026

```
! wB97M-V def2-TZVPD RIJCOSX def2/J DEFGRID3
* xyz 0 1
O 0.4564 -2.5282 -3.1671
O -2.2874 -1.8055 -3.0777
O -0.7034 -0.1835 -4.0974
O -4.0880 2.1843 2.0012
O 0.2558 1.2399 4.1847
O 0.6931 -4.6409 0.5659
O 1.5370 -0.0072 -1.9877
O -2.0752 -4.8479 2.6297
O -2.4508 1.5056 4.1721
O 4.4880 -1.5299 1.8253
O -4.7279 0.0731 0.4948
O 0.2907 -0.0394 0.5937
O 1.3108 3.3735 2.3336
O -0.8801 3.4153 0.3090
O -2.3488 0.0109 -0.8900
O 1.4585 -2.0285 1.7417
O 1.7376 2.8737 -0.8284
O -1.0426 -2.1033 2.6520
O -0.8116 1.9718 -2.2909
O 2.8556 -3.8649 -1.5107
O -1.6316 4.6731 -1.8447
O 3.4447 1.7765 -2.7448
O 4.1956 -1.0196 -1.0373
H 0.8861 -0.5411 -2.5270
H -1.7604 3.4289 0.7265
H -0.6613 1.3221 4.4490
H 1.2730 -1.1255 1.4207
H -4.9018 2.6993 1.8609
H 2.4441 -4.5108 -0.9111
H 0.5593 -3.6955 0.7153
H 3.1475 -3.1322 -0.9365
H -1.6107 -0.4051 -0.4879
H 0.6430 0.6627 4.8395
H -1.8429 -3.9130 2.5497
H 0.9358 0.0405 -0.1736
H -1.3322 2.8085 -2.3557
H -2.9464 1.8364 3.3674
H 0.9998 -4.9334 1.4322
H 0.1301 0.8412 0.9350
H 1.0951 -3.2053 -2.8912
H -1.3009 -5.2692 2.2810
H 4.4920 -1.5243 0.8360
H -0.6657 1.5320 -3.1217
H 2.9545 1.8273 -1.9272
H -0.2519 3.6878 1.0065
H 0.8212 2.7138 -1.1576
H -4.1368 -0.4494 -0.0464
H 1.6847 3.4524 -0.0589
H 5.3097 -1.1399 2.0699
H -0.0528 -2.0347 2.5561
H 2.3297 -2.0485 2.1620
H -1.3739 -1.3548 2.1593
H 4.4600 -1.4302 -1.8991
H 0.8424 -1.9100 -3.8081
H -0.9712 4.4668 -1.1683
H -1.0931 0.2318 -4.8744
H -1.4882 -2.2023 -2.6777
H -1.3675 -0.8482 -3.7579
H -1.9138 0.6835 -1.4535
H -2.6273 -1.2153 -2.3743
H 1.5863 0.7414 -2.5635
H -1.3326 5.3112 -2.4910
H 1.2604 2.4864 2.7591
H -5.5071 -0.4456 0.7082
H -2.8231 0.6353 4.2576
H 3.3406 -0.6205 -1.2766
H -4.1996 1.3499 1.5164
H 1.3482 4.1077 2.9648
H 3.9411 2.5888 -2.6608
*
```


Number 2 is which compound? H43O21


Among the records above, which one has the lowest E_LUMO? H43O21


Which formula does entry 3 have? H46O23


Which value of orbital gap does entry 1 give? 9.78 eV